1.
{
  "formula": "C22H23F2IrN3O3P",
  "method": "the ωB97M-V functional and the def2-TZVPD basis",
  "symbols": ["Ir", "N", "C", "O", "C", "C", "H", "H", "H", "H", "H", "H", "F", "C", "C", "C", "C", "C", "F", "C", "C", "C", "C", "C", "C", "N", "H", "H", "H", "H", "H", "H", "C", "P", "C", "C", "C", "C", "C", "C", "C", "H", "H", "H", "H", "H", "H", "H", "H", "H", "H", "H", "O", "N", "O"],
  "positions_angstrom": [[0.220, 0.683, -1.701], [4.205, -0.420, -0.016], [3.034, 0.125, -0.354], [2.017, -0.560, -0.494], [2.963, 1.617, -0.513], [1.967, 1.966, -1.613], [4.285, -1.419, 0.087], [5.045, 0.128, 0.055], [3.951, 2.039, -0.719], [2.612, 2.014, 0.446], [2.395, 1.708, -2.591], [1.736, 3.029, -1.588], [-2.471, 5.313, -2.980], [-2.452, 4.164, -2.293], [-1.342, 3.331, -2.387], [-1.345, 2.101, -1.756], [-2.486, 1.701, -1.007], [-3.528, 2.630, -0.850], [-4.559, 2.348, -0.029], [-3.541, 3.845, -1.495], [-2.543, 0.328, -0.561], [-3.762, -0.359, -0.315], [-3.742, -1.709, 0.005], [-2.554, -2.400, 0.022], [-1.299, -1.719, -0.347], [-1.365, -0.311, -0.531], [-0.507, 3.664, -2.985], [-4.367, 4.525, -1.373], [-4.697, 0.163, -0.396], [-4.665, -2.221, 0.219], [-2.519, -3.457, 0.225], [-0.901, -2.144, -1.297], [-0.546, -3.322, 2.092], [0.124, -2.214, 0.811], [1.217, -3.249, -0.201], [0.888, -0.926, 1.833], [2.024, -1.284, 2.554], [2.609, -0.373, 3.413], [2.060, 0.891, 3.566], [0.920, 1.238, 2.862], [0.328, 0.334, 1.995], [0.241, -3.519, 2.819], [-0.882, -4.261, 1.662], [-1.377, -2.842, 2.604], [2.137, -3.497, 0.324], [1.445, -2.729, -1.130], [0.671, -4.167, -0.424], [2.437, -2.278, 2.453], [3.487, -0.652, 3.975], [2.515, 1.598, 4.242], [0.478, 2.212, 3.000], [-0.565, 0.611, 1.457], [-0.229, 0.201, -4.043], [-0.053, -1.017, -3.929], [0.283, -1.455, -2.803]],
  "nbo_charge": [1.16, -0.77, 0.73, -0.72, -0.53, -0.62, 0.41, 0.42, 0.23, 0.25, 0.22, 0.22, -0.30, 0.45, -0.34, -0.08, -0.23, 0.46, -0.31, -0.35, 0.21, -0.22, -0.19, -0.20, -0.35, -0.61, 0.24, 0.26, 0.25, 0.24, 0.22, 0.28, -0.96, 1.56, -0.96, -0.38, -0.15, -0.22, -0.19, -0.19, -0.20, 0.26, 0.25, 0.27, 0.25, 0.30, 0.26, 0.21, 0.23, 0.23, 0.23, 0.24, -0.38, 0.40, -0.52],
  "mol_weight_g_mol": 638.63,
  "e_above_lowest_kcal_mol": 128.45,
  "homo_lumo_gap_ev": [4.407, 4.662],
  "total_charge": 1,
  "lumo_ev": [-5.406, -5.167],
  "s_squared": 0.871,
  "multiplicity": 2
}



2.
{
  "formula": "C22H23F3N2O6",
  "method": "the ωB97M-V functional and the def2-TZVPD basis",
  "symbols": ["C", "O", "C", "C", "C", "O", "C", "C", "C", "C", "O", "N", "C", "C", "O", "O", "C", "C", "O", "N", "C", "C", "C", "C", "F", "C", "F", "C", "F", "C", "C", "C", "C", "H", "H", "H", "H", "H", "H", "H", "H", "H", "H", "H", "H", "H", "H", "H", "H", "H", "H", "H", "H", "H", "H", "H"],
  "positions_angstrom": [[-5.480, -3.349, 1.381], [-4.772, -2.172, 1.067], [-3.510, -2.287, 0.573], [-2.862, -3.488, 0.336], [-1.555, -3.499, -0.160], [-1.009, -4.724, -0.337], [0.329, -4.803, -0.784], [-0.913, -2.299, -0.431], [-1.570, -1.093, -0.200], [-0.806, 0.143, -0.492], [0.419, 0.160, -0.559], [-1.510, 1.271, -0.689], [-0.842, 2.513, -1.010], [0.494, 2.591, -0.269], [1.524, 2.953, -0.764], [0.338, 2.345, 1.044], [1.452, 2.632, 1.875], [2.784, 1.948, 1.542], [3.820, 2.462, 1.897], [2.672, 0.735, 0.949], [3.725, -0.071, 0.533], [5.035, 0.378, 0.375], [6.030, -0.476, -0.059], [5.740, -1.797, -0.349], [6.708, -2.623, -0.778], [4.446, -2.277, -0.190], [4.143, -3.559, -0.453], [3.456, -1.415, 0.256], [2.215, -1.904, 0.441], [-1.725, 3.717, -0.627], [-0.940, 5.021, -0.749], [-2.962, 3.781, -1.522], [-2.860, -1.080, 0.305], [-6.444, -3.017, 1.764], [-5.636, -3.972, 0.495], [-4.966, -3.932, 2.151], [-3.325, -4.440, 0.532], [1.009, -4.288, -0.102], [0.569, -5.865, -0.803], [0.439, -4.388, -1.790], [0.093, -2.261, -0.810], [-2.516, 1.255, -0.686], [-0.605, 2.555, -2.083], [1.649, 3.710, 1.874], [1.149, 2.325, 2.880], [1.750, 0.417, 0.641], [5.261, 1.406, 0.601], [7.042, -0.125, -0.184], [-2.035, 3.581, 0.415], [-0.536, 5.128, -1.752], [-1.591, 5.868, -0.545], [-0.112, 5.054, -0.046], [-3.581, 4.627, -1.235], [-2.668, 3.909, -2.561], [-3.573, 2.883, -1.448], [-3.387, -0.169, 0.542]],
  "nbo_charge": [-0.25, -0.49, 0.33, -0.37, 0.42, -0.51, -0.26, -0.35, -0.03, 0.68, -0.66, -0.59, -0.14, 0.84, -0.59, -0.53, -0.16, 0.68, -0.61, -0.62, 0.08, -0.20, -0.27, 0.32, -0.31, 0.25, -0.30, 0.36, -0.32, -0.21, -0.61, -0.60, -0.29, 0.20, 0.18, 0.18, 0.23, 0.19, 0.20, 0.18, 0.25, 0.41, 0.22, 0.21, 0.22, 0.45, 0.26, 0.24, 0.21, 0.21, 0.22, 0.22, 0.22, 0.21, 0.20, 0.21],
  "mol_weight_g_mol": 468.43,
  "homo_lumo_gap_ev": 8.910,
  "lumo_ev": 0.437,
  "multiplicity": 1
}



3.
{
  "formula": "C22H23IrN6SSi",
  "method": "the ωB97M-V functional and the def2-TZVPD basis",
  "symbols": ["Ir", "N", "C", "N", "C", "N", "N", "C", "C", "C", "C", "C", "C", "N", "C", "C", "C", "C", "C", "C", "H", "H", "H", "H", "H", "H", "H", "H", "H", "H", "H", "C", "Si", "C", "C", "C", "C", "C", "C", "N", "C", "S", "H", "H", "H", "H", "H", "H", "H", "H", "H", "H", "H", "H"],
  "positions_angstrom": [[-1.014, 0.379, 0.092], [0.606, -1.583, -3.845], [0.517, -0.285, -3.513], [0.559, 0.154, -2.292], [0.721, -0.743, -1.277], [0.857, -0.182, -0.037], [1.827, -0.352, 0.819], [1.823, 0.229, 1.971], [0.840, 1.152, 2.524], [1.166, 1.814, 3.712], [0.291, 2.733, 4.252], [-0.899, 2.996, 3.586], [-1.170, 2.306, 2.422], [-0.332, 1.399, 1.905], [0.776, -2.156, -1.529], [0.887, -3.125, -0.523], [0.924, -4.459, -0.857], [0.854, -4.850, -2.198], [0.743, -3.914, -3.205], [0.707, -2.563, -2.877], [0.645, -1.854, -4.817], [0.408, 0.432, -4.318], [2.713, 0.052, 2.559], [2.112, 1.600, 4.191], [0.525, 3.241, 5.178], [-1.612, 3.713, 3.967], [-2.095, 2.473, 1.885], [0.951, -2.814, 0.512], [1.015, -5.208, -0.083], [0.889, -5.901, -2.454], [0.695, -4.221, -4.243], [-4.767, -4.106, 1.187], [-5.188, -3.498, -0.538], [-7.047, -3.503, -0.819], [-4.313, -4.536, -1.856], [-4.585, -1.692, -0.861], [-5.356, -0.869, -1.692], [-4.972, 0.429, -1.984], [-3.778, 0.914, -1.460], [-3.014, 0.157, -0.685], [-3.408, -1.110, -0.380], [-2.231, -1.875, 0.631], [-5.290, -5.047, 1.365], [-5.089, -3.403, 1.958], [-3.702, -4.294, 1.317], [-7.445, -4.459, -0.473], [-7.314, -3.402, -1.872], [-7.550, -2.715, -0.255], [-4.822, -5.495, -1.965], [-3.280, -4.733, -1.559], [-4.313, -4.045, -2.830], [-6.279, -1.255, -2.107], [-5.581, 1.064, -2.613], [-3.432, 1.918, -1.668]],
  "nbo_charge": [0.98, -0.51, 0.33, -0.48, 0.43, -0.35, -0.20, 0.07, 0.12, -0.17, -0.12, -0.20, 0.05, -0.49, -0.20, -0.14, -0.20, -0.12, -0.26, 0.27, 0.44, 0.23, 0.23, 0.25, 0.25, 0.26, 0.22, 0.24, 0.25, 0.25, 0.24, -1.12, 1.60, -1.12, -1.10, -0.37, -0.13, -0.19, 0.08, -0.55, -0.02, 0.25, 0.27, 0.25, 0.24, 0.27, 0.25, 0.25, 0.26, 0.24, 0.24, 0.25, 0.26, 0.23],
  "mol_weight_g_mol": 623.84,
  "e_above_lowest_kcal_mol": 15.66,
  "homo_lumo_gap_ev": [6.555, 5.524],
  "total_charge": 2,
  "lumo_ev": [-6.545, -8.829],
  "s_squared": 6.050,
  "multiplicity": 5
}



What did the second record say?
{
  "formula": "C22H23F3N2O6",
  "method": "the ωB97M-V functional and the def2-TZVPD basis",
  "symbols": ["C", "O", "C", "C", "C", "O", "C", "C", "C", "C", "O", "N", "C", "C", "O", "O", "C", "C", "O", "N", "C", "C", "C", "C", "F", "C", "F", "C", "F", "C", "C", "C", "C", "H", "H", "H", "H", "H", "H", "H", "H", "H", "H", "H", "H", "H", "H", "H", "H", "H", "H", "H", "H", "H", "H", "H"],
  "positions_angstrom": [[-5.480, -3.349, 1.381], [-4.772, -2.172, 1.067], [-3.510, -2.287, 0.573], [-2.862, -3.488, 0.336], [-1.555, -3.499, -0.160], [-1.009, -4.724, -0.337], [0.329, -4.803, -0.784], [-0.913, -2.299, -0.431], [-1.570, -1.093, -0.200], [-0.806, 0.143, -0.492], [0.419, 0.160, -0.559], [-1.510, 1.271, -0.689], [-0.842, 2.513, -1.010], [0.494, 2.591, -0.269], [1.524, 2.953, -0.764], [0.338, 2.345, 1.044], [1.452, 2.632, 1.875], [2.784, 1.948, 1.542], [3.820, 2.462, 1.897], [2.672, 0.735, 0.949], [3.725, -0.071, 0.533], [5.035, 0.378, 0.375], [6.030, -0.476, -0.059], [5.740, -1.797, -0.349], [6.708, -2.623, -0.778], [4.446, -2.277, -0.190], [4.143, -3.559, -0.453], [3.456, -1.415, 0.256], [2.215, -1.904, 0.441], [-1.725, 3.717, -0.627], [-0.940, 5.021, -0.749], [-2.962, 3.781, -1.522], [-2.860, -1.080, 0.305], [-6.444, -3.017, 1.764], [-5.636, -3.972, 0.495], [-4.966, -3.932, 2.151], [-3.325, -4.440, 0.532], [1.009, -4.288, -0.102], [0.569, -5.865, -0.803], [0.439, -4.388, -1.790], [0.093, -2.261, -0.810], [-2.516, 1.255, -0.686], [-0.605, 2.555, -2.083], [1.649, 3.710, 1.874], [1.149, 2.325, 2.880], [1.750, 0.417, 0.641], [5.261, 1.406, 0.601], [7.042, -0.125, -0.184], [-2.035, 3.581, 0.415], [-0.536, 5.128, -1.752], [-1.591, 5.868, -0.545], [-0.112, 5.054, -0.046], [-3.581, 4.627, -1.235], [-2.668, 3.909, -2.561], [-3.573, 2.883, -1.448], [-3.387, -0.169, 0.542]],
  "nbo_charge": [-0.25, -0.49, 0.33, -0.37, 0.42, -0.51, -0.26, -0.35, -0.03, 0.68, -0.66, -0.59, -0.14, 0.84, -0.59, -0.53, -0.16, 0.68, -0.61, -0.62, 0.08, -0.20, -0.27, 0.32, -0.31, 0.25, -0.30, 0.36, -0.32, -0.21, -0.61, -0.60, -0.29, 0.20, 0.18, 0.18, 0.23, 0.19, 0.20, 0.18, 0.25, 0.41, 0.22, 0.21, 0.22, 0.45, 0.26, 0.24, 0.21, 0.21, 0.22, 0.22, 0.22, 0.21, 0.20, 0.21],
  "mol_weight_g_mol": 468.43,
  "homo_lumo_gap_ev": 8.910,
  "lumo_ev": 0.437,
  "multiplicity": 1
}



> What is the formula in the second record?

C22H23F3N2O6